{"formula": "C22H26F3N3O3", "method": "wB97M-V/def2-TZVPD", "smiles": "CCOC(=O)C1(Cc2ccccc2C(F)(F)F)CCN(C(=O)c2cc(C)n(C)n2)CC1", "de_lowest_kcal_mol": 0.0, "energy_ev": -42002.789, "orbital_gap_ha": 0.3512, "species": ["C", "C", "O", "C", "O", "C", "C", "C", "C", "C", "C", "C", "C", "C", "F", "F", "F", "C", "C", "N", "C", "O", "C", "C", "C", "C", "N", "C", "N", "C", "C", "H", "H", "H", "H", "H", "H", "H", "H", "H", "H", "H", "H", "H", "H", "H", "H", "H", "H", "H", "H", "H", "H", "H", "H", "H", "H"], "positions_angstrom": [[-0.221, -3.738, 2.080], [-0.654, -3.328, 0.681], [0.236, -2.356, 0.126], [0.037, -1.091, 0.460], [-0.798, -0.711, 1.243], [1.069, -0.158, -0.193], [2.246, -0.174, 0.823], [3.330, 0.838, 0.580], [3.095, 2.160, 0.955], [4.015, 3.163, 0.720], [5.220, 2.864, 0.108], [5.509, 1.552, -0.212], [4.582, 0.542, 0.030], [5.020, -0.873, -0.244], [4.348, -1.476, -1.240], [4.885, -1.673, 0.833], [6.315, -0.955, -0.588], [0.420, 1.221, -0.358], [-0.530, 1.211, -1.574], [-0.899, -0.137, -1.919], [-2.022, -0.794, -1.534], [-2.170, -1.986, -1.776], [-3.087, -0.071, -0.816], [-4.142, -0.743, -0.166], [-4.920, 0.247, 0.386], [-6.163, 0.187, 1.195], [-4.330, 1.420, 0.052], [-4.767, 2.741, 0.393], [-3.230, 1.243, -0.668], [0.216, -0.901, -2.440], [1.471, -0.682, -1.574], [-0.285, -2.887, 2.754], [0.804, -4.103, 2.066], [-0.872, -4.526, 2.446], [-0.616, -4.168, -0.014], [-1.664, -2.909, 0.694], [2.645, -1.188, 0.835], [1.820, 0.028, 1.810], [2.173, 2.397, 1.463], [3.794, 4.176, 1.019], [5.943, 3.638, -0.092], [6.466, 1.305, -0.644], [-0.143, 1.449, 0.549], [1.181, 1.985, -0.510], [-0.023, 1.637, -2.447], [-1.429, 1.787, -1.367], [-4.286, -1.802, -0.123], [-6.010, 0.642, 2.173], [-6.457, -0.849, 1.335], [-6.975, 0.717, 0.697], [-4.778, 2.876, 1.477], [-4.069, 3.448, -0.051], [-5.770, 2.928, 0.004], [0.409, -0.597, -3.475], [-0.085, -1.950, -2.435], [2.007, -1.624, -1.486], [2.138, 0.047, -2.039]], "nbo_charge": [-0.636, -0.071, -0.520, 0.833, -0.630, -0.101, -0.424, 0.019, -0.204, -0.189, -0.218, -0.168, -0.156, 0.976, -0.327, -0.328, -0.324, -0.434, -0.230, -0.431, 0.662, -0.641, 0.031, -0.281, 0.153, -0.644, -0.149, -0.409, -0.273, -0.218, -0.432, 0.221, 0.208, 0.216, 0.196, 0.207, 0.236, 0.231, 0.219, 0.217, 0.219, 0.232, 0.234, 0.217, 0.187, 0.266, 0.240, 0.222, 0.236, 0.221, 0.206, 0.236, 0.205, 0.193, 0.250, 0.239, 0.209]}


{"formula": "C22H26F4N6O2PtS", "method": "wB97M-V/def2-TZVPD", "de_lowest_kcal_mol": 0.0, "energy_ev": -61206.249, "orbital_gap_ha": [0.2161, 0.2164], "total_charge": 2, "species": ["Pt", "C", "C", "N", "C", "C", "C", "C", "N", "C", "C", "F", "C", "F", "C", "C", "F", "C", "F", "H", "H", "H", "H", "H", "H", "H", "H", "H", "H", "H", "H", "H", "H", "H", "C", "C", "N", "N", "C", "S", "N", "N", "H", "H", "H", "H", "H", "H", "O", "C", "O", "C", "C", "C", "C", "C", "C", "H", "H", "H", "H", "H"], "positions_angstrom": [[0.033, 0.095, -0.050], [1.305, -1.628, -2.823], [0.204, -0.596, -2.929], [0.343, 0.619, -2.047], [-0.620, 1.678, -2.535], [-2.041, 1.214, -2.780], [1.713, 1.246, -2.105], [2.641, 0.631, -1.104], [1.859, 0.556, 0.144], [2.530, 0.333, 1.361], [1.864, 0.593, 2.564], [0.591, 1.019, 2.528], [2.471, 0.436, 3.785], [1.774, 0.712, 4.879], [3.781, -0.002, 3.871], [4.456, -0.274, 2.699], [5.706, -0.709, 2.729], [3.854, -0.115, 1.464], [4.567, -0.431, 0.384], [1.035, -2.464, -3.468], [1.409, -2.026, -1.811], [2.269, -1.258, -3.171], [-0.754, -1.044, -2.679], [0.137, -0.209, -3.949], [-0.190, 2.050, -3.469], [-0.569, 2.481, -1.803], [-2.131, 0.626, -3.691], [-2.667, 2.098, -2.908], [-2.440, 0.630, -1.950], [1.570, 2.290, -1.833], [2.096, 1.210, -3.125], [3.529, 1.250, -0.989], [2.963, -0.372, -1.359], [4.261, -0.135, 4.833], [-2.495, 5.778, 0.859], [-2.875, 4.347, 0.827], [-4.076, 3.873, 0.900], [-3.923, 2.524, 0.828], [-2.660, 2.141, 0.715], [-2.207, 0.479, 0.697], [-1.971, 3.296, 0.698], [-0.580, 3.378, 0.611], [-3.401, 6.370, 0.959], [-1.988, 6.079, -0.060], [-1.842, 5.991, 1.706], [-4.730, 1.921, 0.889], [-0.191, 3.462, 1.545], [-0.344, 4.210, 0.081], [-0.945, -1.648, -0.394], [-0.418, -2.376, 0.581], [0.386, -1.790, 1.342], [-0.807, -3.775, 0.666], [-0.084, -4.614, 1.515], [-0.429, -5.949, 1.602], [-1.493, -6.438, 0.855], [-2.218, -5.600, 0.015], [-1.874, -4.265, -0.087], [0.735, -4.210, 2.095], [0.126, -6.611, 2.252], [-1.764, -7.483, 0.929], [-3.049, -5.991, -0.556], [-2.432, -3.601, -0.735]], "nbo_charge": [1.335, -0.640, -0.240, -0.343, -0.221, -0.654, -0.234, -0.274, -0.470, 0.045, 0.325, -0.304, 0.356, -0.271, -0.266, 0.362, -0.266, 0.322, -0.282, 0.266, 0.217, 0.219, 0.245, 0.223, 0.222, 0.210, 0.237, 0.248, 0.230, 0.225, 0.248, 0.254, 0.248, 0.282, -0.679, 0.369, -0.198, -0.327, 0.249, -0.068, -0.211, -0.633, 0.287, 0.244, 0.254, 0.454, 0.393, 0.387, -0.636, 0.773, -0.652, -0.159, -0.159, -0.205, -0.140, -0.197, -0.173, 0.235, 0.238, 0.238, 0.236, 0.228]}


{"formula": "C22H26N3", "method": "wB97M-V/def2-TZVPD", "de_lowest_kcal_mol": 4.3, "energy_ev": -27700.371, "orbital_gap_ha": 0.2343, "total_charge": 1, "species": ["C", "C", "N", "C", "C", "C", "C", "C", "C", "C", "C", "C", "C", "C", "C", "C", "C", "C", "C", "H", "H", "H", "H", "H", "H", "H", "H", "H", "H", "H", "H", "H", "H", "H", "H", "H", "H", "C", "C", "N", "C", "C", "N", "H", "H", "H", "H", "H", "H", "H", "H"], "positions_angstrom": [[0.078, 4.100, 2.225], [1.106, 3.097, 1.942], [1.828, 2.518, 2.932], [1.624, 2.772, 4.343], [2.749, 1.602, 2.400], [2.555, 1.577, 0.998], [3.263, 0.637, 0.273], [4.194, -0.211, 0.904], [4.371, -0.166, 2.300], [3.619, 0.746, 3.070], [1.450, 2.493, 0.698], [0.801, 2.716, -0.522], [1.386, 2.418, -1.802], [2.774, 2.550, -2.105], [3.294, 2.100, -3.315], [2.458, 1.506, -4.266], [3.021, 0.891, -5.507], [1.073, 1.477, -4.035], [0.552, 1.965, -2.850], [-0.331, 4.441, 1.269], [-0.744, 3.666, 2.817], [0.474, 4.972, 2.770], [2.313, 2.113, 4.869], [1.836, 3.817, 4.606], [0.596, 2.556, 4.671], [3.073, 0.553, -0.797], [4.778, -0.922, 0.312], [5.083, -0.841, 2.776], [3.705, 0.810, 4.153], [-0.224, 3.096, -0.499], [3.469, 2.980, -1.390], [4.368, 2.134, -3.547], [2.216, 0.543, -6.163], [3.644, 1.584, -6.084], [3.656, 0.023, -5.287], [0.416, 1.034, -4.796], [-0.518, 1.954, -2.637], [-3.384, 3.181, -2.510], [-3.366, 2.191, -1.409], [-2.381, 1.960, -0.583], [-2.904, 0.968, 0.406], [-4.281, 0.553, -0.080], [-4.470, 1.432, -1.203], [-4.326, 3.148, -3.076], [-3.261, 4.183, -2.084], [-2.535, 2.962, -3.166], [-2.243, 0.100, 0.429], [-2.989, 1.442, 1.394], [-4.314, -0.479, -0.418], [-5.047, 0.697, 0.676], [-5.254, 1.387, -1.836]], "nbo_charge": [-0.686, 0.390, -0.293, -0.419, 0.120, -0.005, -0.201, -0.201, -0.185, -0.224, -0.210, 0.067, -0.096, -0.149, -0.235, 0.065, -0.648, -0.224, -0.147, 0.252, 0.257, 0.256, 0.232, 0.229, 0.227, 0.231, 0.232, 0.235, 0.224, 0.262, 0.228, 0.232, 0.226, 0.239, 0.239, 0.228, 0.233, -0.664, 0.452, -0.582, -0.249, -0.236, -0.604, 0.228, 0.246, 0.234, 0.200, 0.189, 0.193, 0.200, 0.410]}


{"formula": "C22H26N4O2", "method": "wB97M-V/def2-TZVPD", "de_lowest_kcal_mol": 473.1, "energy_ev": -33272.590, "orbital_gap_ha": 0.2498, "species": ["C", "H", "H", "H", "C", "N", "C", "C", "H", "H", "C", "N", "N", "C", "C", "C", "N", "C", "C", "C", "H", "H", "H", "H", "C", "H", "H", "C", "C", "C", "C", "C", "C", "C", "H", "H", "H", "O", "C", "H", "H", "H", "O", "H", "C", "C", "H", "H", "H", "H", "H", "H", "H", "H"], "positions_angstrom": [[-4.841, -1.547, -0.155], [-4.582, -1.091, -1.213], [-5.118, -2.462, -0.417], [-5.583, -0.996, 0.268], [-3.582, -1.775, 0.428], [-2.741, -2.710, 0.156], [-2.349, -2.615, -1.101], [-1.379, -1.245, -1.652], [-2.016, -0.337, -1.719], [-0.779, -1.461, -2.475], [-0.404, -0.873, -0.362], [0.823, -0.586, -1.035], [2.067, -1.127, -0.352], [2.983, 0.004, -0.456], [4.282, -0.189, -0.074], [4.582, -1.268, 1.021], [5.880, -1.532, 1.488], [6.725, -0.503, 1.255], [6.629, 0.751, 0.291], [5.243, 0.833, -0.097], [5.011, 1.623, -0.948], [7.184, 1.464, 0.323], [7.719, -0.488, 1.698], [3.863, -1.951, 1.300], [2.481, 1.184, -1.669], [3.108, 1.007, -2.384], [2.613, 1.818, -0.982], [1.038, 0.792, -1.631], [-0.018, 1.582, -0.842], [-0.728, 1.168, 0.156], [-1.589, 2.249, 0.683], [-1.623, 3.433, 0.190], [-0.749, 3.895, -0.718], [0.017, 2.818, -1.391], [0.640, 3.186, -2.184], [-0.754, 5.088, -1.022], [-2.197, 4.195, 0.624], [-2.373, 1.650, 2.000], [-3.220, 2.552, 2.466], [-3.815, 2.023, 3.294], [-2.543, 3.216, 3.108], [-4.095, 3.042, 2.040], [-0.906, -0.120, 0.565], [0.689, 0.365, -2.631], [-0.300, -2.304, 0.346], [-1.387, -2.895, 0.977], [-1.644, -2.415, 1.971], [-1.340, -4.051, 1.246], [0.260, -3.022, -0.352], [0.378, -2.128, 1.280], [-3.110, -2.391, -1.962], [-1.690, -3.358, -1.574], [-2.962, -0.538, 0.520], [-3.803, -1.964, 1.703]], "nbo_charge": [-0.621, 0.176, 0.205, 0.229, -0.106, -0.510, -0.208, -0.468, 0.194, 0.208, 0.422, -0.330, -0.208, 0.194, -0.200, 0.141, -0.434, 0.074, -0.206, -0.150, 0.194, 0.171, 0.181, 0.200, -0.415, 0.222, 0.222, -0.072, -0.154, 0.272, 0.315, -0.353, -0.167, -0.178, 0.220, 0.228, 0.240, -0.499, -0.276, 0.187, 0.158, 0.185, -0.464, 0.246, -0.454, -0.216, 0.217, 0.230, 0.231, 0.247, 0.208, 0.201, 0.113, 0.156]}